1.
The following is a DFT calculation (the ωB97M-V functional and the def2-TZVPD basis) of a cluster of 9 separate species, C34H73ClF3N9O10P in total in a non-equilibrium geometry.

The geometry in XYZ format:
```
131
Properties=species:S:1:pos:R:3
Cl 0.1472 3.0223 3.1320
P -1.2199 2.4224 1.7054
F 0.3984 -1.2613 1.7094
F 1.2396 0.4198 2.7210
F -0.8197 -0.1327 3.0869
O -0.3578 0.3211 -3.2077
O 8.0259 -7.3927 -2.4332
O -8.4820 0.1764 0.3412
O -10.1995 -0.3621 -3.4074
O -0.1451 3.6224 -4.8700
O 6.9013 0.5429 3.5823
O 8.6103 3.5715 9.4764
O 5.5704 -3.5317 0.1795
O -0.8508 3.4869 0.5857
O -3.5447 4.4220 0.1644
N 6.2091 -8.6916 -2.6619
N -1.7943 4.8998 -5.6965
N -0.2915 0.3850 -1.9361
N -10.2362 -1.1969 0.1120
N 7.2601 -2.5361 1.2602
N -8.4099 -1.5664 -2.8011
N -5.4524 3.2798 0.1493
N 7.7850 3.0994 7.4423
N 5.0789 -0.7570 3.4363
C 5.1234 -9.5362 -2.2151
C 7.1701 -8.0874 -1.9136
C -1.6119 0.2464 -1.2734
C -9.6489 0.0264 0.0072
C -2.2302 -1.0613 -1.8076
C 7.1288 -8.3061 -0.4168
C 4.0040 -1.6044 3.9152
C 8.5136 5.3912 7.9279
C -4.4923 3.9434 0.7986
C 8.3130 3.9538 8.3580
C 6.7636 -3.4965 0.4395
C -9.1267 -0.8638 -3.7123
C 2.0901 0.8204 -1.9901
C -1.0185 3.7802 -5.7016
C 6.0290 -0.2826 5.6475
C 0.5238 2.7171 -1.9425
C -1.2906 2.7432 -6.7692
C -11.5831 -1.5773 -0.2680
C 7.3754 3.3736 6.0779
C -6.6364 2.6336 0.6916
C -7.1264 -2.2139 -2.9717
C 0.7572 1.3000 -1.4135
C 0.8917 1.1940 0.1177
C -0.3491 0.8876 0.9754
C -2.5353 1.4050 -1.6514
C 7.7365 -4.5074 -0.1216
C -4.5933 4.0739 2.3030
C -8.5444 -0.7120 -5.0986
C -2.8698 5.2481 -6.5978
C 6.0458 -0.1250 4.1438
C 8.6230 -2.3247 1.6977
C -10.4890 1.1423 -0.5581
C -1.4579 0.0996 0.2433
C 0.1170 -0.0029 2.1240
H 6.2900 -8.5020 -3.6486
H 8.2181 -5.0647 0.6833
H -9.2404 -0.1223 -5.6863
H -10.8079 0.8670 -1.5637
H -4.5823 3.0783 2.7464
H -7.1956 -3.2856 -2.7787
H 2.3167 -0.1930 -1.6616
H 2.8853 1.4706 -1.6252
H -8.4027 -1.6818 -5.5763
H 7.1868 -5.1962 -0.7545
H 6.5536 -1.9019 1.5947
H -5.3031 3.2244 -0.8478
H 4.1544 -9.1067 -2.4750
H 1.6053 0.3932 0.3074
H -9.8849 2.0435 -0.6036
H 8.9856 -1.3421 1.3938
H -7.5798 -0.2045 -5.0664
H -1.4604 -1.7059 -2.2212
H 6.8718 0.2816 6.0350
H -6.6376 1.5686 0.4746
H -2.6582 6.1773 -7.1300
H 7.5681 5.8548 7.6448
H 1.3615 2.1102 0.4726
H 5.1033 0.1090 6.0708
H 8.5099 -4.0276 -0.7213
H -2.3093 2.3601 -6.6971
H 3.0328 -1.1943 3.6383
H 6.1303 -1.3258 5.9469
H 6.3131 3.1631 5.9430
H -8.8442 -1.6087 -1.8902
H -6.6714 2.7696 1.7677
H -0.5923 1.9272 -6.6134
H 5.1329 -0.5909 2.4429
H 9.1930 5.4581 7.0776
H 0.7207 2.7316 -3.0060
H -2.9368 -0.8599 -2.6104
H -3.0009 4.4618 -7.3345
H 7.9360 2.7622 5.3698
H -1.3064 -0.9539 0.4601
H 9.2694 -3.0808 1.2627
H 7.2331 -9.3614 -0.1631
H -9.6379 -1.9005 0.5173
H -6.7752 -2.0772 -3.9896
H 8.9386 5.9289 8.7693
H -2.4274 0.3564 0.6795
H 4.0807 -2.6055 3.4884
H -2.4046 2.2863 -1.0308
H -1.6804 3.9859 0.3420
H -3.5679 1.0737 -1.5224
H -5.5025 4.5914 2.6041
H -11.5726 -2.3624 -1.0250
H 2.0722 0.8657 -3.0742
H 1.2356 3.3831 -1.4577
H 8.7021 -2.3862 2.7843
H 7.5470 4.4194 5.8453
H -0.4812 3.0811 -1.7746
H -7.5380 3.0661 0.2584
H -3.8134 5.3714 -6.0626
H 6.1930 -7.9368 0.0048
H 5.1626 -9.6464 -1.1361
H 4.0474 -1.6831 4.9969
H -11.3697 1.3306 0.0570
H -12.1479 -1.9355 0.5942
H -2.7631 -1.5820 -1.0139
H -3.7211 4.6281 2.6351
H 7.6779 2.1595 7.7901
H 7.9572 -7.7533 0.0143
H -6.3812 -1.7925 -2.2951
H -12.1001 -0.7224 -0.6885
H -1.5633 5.5455 -4.9576
H -1.1510 3.1565 -7.7689
H 5.1858 -10.5313 -2.6593
H -2.3837 1.6612 -2.6983
```

Computed properties:
E_LUMO (alpha / beta) ... 0.2 / 0.2 eV
Gap between HOMO and LUMO (alpha / beta) ... 0.2964 / 0.3411 hartree
Multiplicity ... 2
E ... -3685.7918 Ha
HOMO energy (alpha / beta) ... -7.8 / -9.1 eV

Here are the Löwdin charges for atoms 1 to 5, given in e: atom 1 (Cl): 0.302, atom 2 (P): 0.628, atom 3 (F): 0.121, atom 4 (F): 0.080, atom 5 (F): 0.113

---

2.
The following is a DFT calculation (the ωB97M-V functional and the def2-TZVPD basis) of a cluster of 9 separate species, C34H73FN3O8PS in total in a non-equilibrium geometry.

The geometry in XYZ format:
```
121
Properties=species:S:1:pos:R:3
S 0.6038 1.9974 2.9972
P 0.1796 0.6523 4.3435
F -6.5192 -1.8706 5.6527
O 1.3978 3.0521 8.2570
O -5.1451 -1.2969 -11.0456
O 6.0025 2.7036 1.1322
O 1.3298 4.1648 -6.2771
O 2.9743 -2.7168 -7.4133
O -0.4116 -0.9003 -8.5346
O 1.7035 1.6874 -4.7450
O 0.9498 0.2740 -0.7125
N -0.4186 -4.6027 7.1275
N -2.8852 0.9052 2.3153
N 0.1273 -1.3853 6.8103
C 6.0849 5.1237 1.0338
C 1.4659 -4.6746 8.2705
C 3.6527 -4.8292 -6.4388
C -2.3126 -4.2058 5.4929
C 1.2475 -0.0757 -6.3433
C -0.2078 0.0606 -9.5668
C 0.1585 -4.2353 8.3004
C -4.5759 -0.4911 5.4378
C -5.8614 -0.2297 -11.6609
C -1.4491 -3.3828 4.4914
C 3.7108 3.6468 8.6733
C -1.9875 -0.9004 5.2445
C -1.3754 0.0681 -10.5358
C -2.3258 0.7635 3.3171
C 2.5084 -3.9920 -6.9787
C -1.7025 0.5471 4.6498
C 2.4342 3.9761 7.9235
C 2.2498 0.5262 -5.3793
C -1.2087 2.0267 6.7524
C 1.6295 -5.3481 7.0198
C -1.5755 1.9152 8.0213
C -5.9080 0.9842 -10.7515
C -1.8204 -4.2184 6.9550
C -2.0005 -1.9706 4.1162
C 0.4291 -5.2991 6.3342
C 1.9959 1.1938 -1.0152
C -0.8332 -1.1738 6.1897
C -5.4284 -1.6299 4.8113
C -3.2646 -0.9682 6.1259
C 5.2551 3.8958 1.3597
C 0.6582 4.0197 -7.5189
C -0.7724 3.5542 -7.3098
C 3.2484 0.8345 -0.2401
C -2.1306 1.7331 5.5764
H 1.6588 2.2062 -0.7673
H -4.8979 1.3189 -10.5107
H -1.2256 0.8096 -11.3232
H -5.2158 -0.0894 6.2423
H 6.7790 2.7330 1.6991
H 4.9296 3.9154 2.4052
H -2.0047 -3.2817 7.4981
H -0.3815 -3.3630 4.7594
H -0.1004 1.0358 -9.0912
H -6.3994 0.7402 -9.8064
H 1.6591 -0.9548 -6.8369
H 0.6752 4.9892 -8.0178
H 0.9112 1.4143 -4.2693
H 1.2473 3.1143 9.2052
H 0.5812 -0.6174 3.8684
H 3.5725 -0.1789 -0.4838
H 0.1727 -5.6899 5.3576
H -1.0200 2.3675 8.8391
H 5.5126 6.0384 1.1983
H -0.4961 -1.7625 -8.9532
H 0.9641 0.6533 -7.1019
H -3.0238 -2.1375 3.7458
H 2.0238 -4.4980 -7.8206
H -3.4588 -1.9562 6.5606
H -1.2956 3.4492 -8.2637
H 3.6265 -2.8647 -8.1051
H 2.1856 -4.4998 9.0620
H -3.1003 -0.2992 6.9861
H 2.5503 -5.8066 6.6681
H 2.5308 -0.1980 -4.6078
H 4.5080 4.3455 8.4144
H -5.5989 -1.5184 -10.2268
H -1.4791 -3.9493 3.5426
H 4.3703 3.8536 0.7254
H 1.3226 3.2998 -5.8404
H 0.7265 -0.1747 -10.0884
H -1.4233 -1.6647 3.2272
H -1.5000 -0.9137 -10.9988
H 4.0404 2.6339 8.4382
H -0.1853 2.3692 6.5695
H -0.7926 2.5916 -6.7920
H -4.4502 0.3274 4.7189
H -5.3524 0.0114 -12.5935
H 3.0556 0.8584 0.8357
H -2.4976 1.3628 8.2391
H -2.1106 2.6379 4.9436
H -6.8737 -0.5734 -11.8986
H 3.2983 -5.8030 -6.0966
H 1.7618 -3.8210 -6.2037
H -1.3166 4.2655 -6.6866
H -6.4483 1.8070 -11.2232
H 4.1379 -4.3187 -5.6058
H 4.4138 -4.9848 -7.2076
H -3.3562 -3.8631 5.4967
H 0.8867 0.8963 5.5324
H -4.8712 -2.5612 4.6652
H -0.4004 -3.6937 9.0548
H 6.9843 5.1579 1.6543
H -2.3377 -5.2477 5.1332
H 3.5465 3.6888 9.7530
H 6.4134 5.0964 -0.0060
H -5.8364 -1.2690 3.8559
H 4.0608 1.5274 -0.4659
H 2.5956 3.9128 6.8477
H 1.2106 3.3023 -8.1393
H -2.3051 0.2938 -10.0117
H 0.7844 0.3290 0.2368
H 2.0952 4.9890 8.1627
H 3.1519 0.8337 -5.9073
H 2.1840 1.1487 -2.0880
H 0.3322 -0.3637 -5.8195
H -3.1533 1.6609 5.9656
H -2.4297 -4.9773 7.4851
```

Computed properties:
E_LUMO ... 0.4 eV
Gap between HOMO and LUMO ... 0.3184 hartree
Structure (SMILES) ... C=CC[C@@](C#N)([PH2]=S)[C@@](C#N)(CCCF)CCCCn1cccc1.CCO.CCO.CCO.CCO.CCO.CCO.CCO.CCO
E ... -2944.6942 Ha
HOMO energy ... -8.2 eV

Here are the Löwdin charges for atoms 1 to 5, given in e: atom 1 (S): 0.160, atom 2 (P): 0.448, atom 3 (F): -0.066, atom 4 (O): -0.104, atom 5 (O): -0.090

---

3.
The following is a DFT calculation (the ωB97M-V functional and the def2-TZVPD basis) of a cluster of 5 separate species, C34H74BN5O5 in total in a non-equilibrium geometry.

The geometry in XYZ format:
```
119
Properties=species:S:1:pos:R:3
O -0.1675 2.7197 -3.1048
O -0.0571 2.1959 1.0020
O 1.1093 -1.9504 -1.1142
O -2.2420 2.5047 -2.3451
O -2.1957 0.4639 0.5511
N -3.4988 0.9641 5.6308
N -2.7225 -1.8077 1.2213
N 3.4327 0.2254 4.7026
N 0.4909 -6.3215 -3.0525
N 0.0234 4.7711 -7.8912
C -4.5755 -0.4344 3.7746
C -0.5742 1.0793 -1.2901
C 1.1927 6.3649 -6.2625
C 2.4251 -4.9536 -2.0710
C -2.8399 1.8878 -1.2140
C -4.1902 0.3555 6.7501
C -0.6968 3.8298 -7.0500
C 2.5839 -0.8388 4.2081
C -4.2645 0.9330 4.3975
C -1.3918 4.3640 -5.7923
C 0.0282 -1.5562 -0.1961
C 1.7638 2.4553 -0.6962
C 1.3008 -5.1164 -3.0996
C 4.5459 -0.2566 5.5024
C 1.2686 5.2772 -7.3429
C 0.2300 0.0725 -2.1409
C 0.3606 -8.7483 -3.5649
C 2.7389 1.3922 5.2202
C -0.9217 2.1780 -2.3466
C -0.1438 6.5723 -9.5928
C 2.8753 1.5274 -0.1519
C 0.0137 -1.3529 -1.6594
C 0.1302 -6.7879 -0.5592
C -3.5188 0.6178 8.0897
C -0.4335 -6.4124 -1.9366
C -1.9661 0.6811 -0.8671
C -2.6706 -0.7034 0.8426
C 1.2405 -7.5261 -3.3494
C 1.7544 1.1914 6.3807
C 4.2352 -0.9551 6.8325
C -2.0910 0.6318 5.4989
C 1.5861 -0.3669 3.1640
C -1.7067 -0.8468 5.3421
C -0.8380 5.7574 -8.5118
B 0.3581 1.9135 -0.2800
H -0.6833 4.5766 -4.9959
H 0.9580 5.9542 -5.2820
H 0.2766 5.9216 -10.3606
H 2.0950 0.1137 2.3281
H -1.5686 1.0271 6.3737
H -3.8943 1.6869 -1.2829
H 1.8869 2.5332 -1.7670
H -1.2797 6.4511 -7.7782
H -0.6784 -1.9482 -2.2108
H 2.2612 1.1013 7.3398
H -0.1358 0.0180 -3.1579
H 1.0264 -1.2215 2.7777
H -2.5338 0.1543 8.1548
H 2.1601 6.8643 -6.1742
H -0.3675 -8.5685 -4.3567
H -3.4103 1.6884 8.2672
H 3.4486 -1.7034 6.7335
H -1.9776 5.2625 -5.9922
H 2.0328 -1.3494 5.0142
H -2.6509 2.5879 -0.3988
H 1.8687 5.6633 -8.1709
H -0.1920 -2.5441 0.1582
H 2.7121 0.4874 -0.4142
H -2.3593 -0.1275 -1.4723
H 1.0902 2.0551 6.4534
H 5.1176 -0.9514 4.8793
H -0.6801 -7.1234 0.0915
H -0.9723 -5.4645 -1.8569
H 3.4844 2.1380 5.5056
H 0.4562 7.1340 -6.4987
H -0.2780 1.3957 1.4861
H 5.2219 0.5811 5.6920
H -4.9555 -1.1478 4.5058
H 3.0197 1.6485 0.9115
H -1.6743 5.2277 -8.9756
H -0.8639 7.2385 -10.0693
H -5.2130 1.4468 4.5847
H -4.1273 0.2005 8.8926
H -2.2607 -1.4943 6.0225
H 0.6037 -5.9417 -0.0638
H -5.3434 -0.3203 3.0051
H 1.8455 4.4319 -6.9604
H -0.6456 -0.9774 5.5689
H -2.0779 3.6075 -5.4067
H -1.6813 1.1996 4.6588
H 1.8797 3.4127 -0.1988
H 3.7995 1.8134 -0.6369
H -1.2046 -7.1416 -2.1969
H -5.1978 0.7772 6.7910
H 1.9838 -7.7612 -2.5706
H 1.2931 0.2242 -2.0752
H 0.6355 -4.2507 -3.0306
H 1.8043 -7.3518 -4.2694
H 0.3610 -0.7667 0.4527
H 3.0813 -4.1375 -2.3785
H 1.7433 -5.0591 -4.0993
H 3.0413 -5.8488 -1.9803
H -3.7076 -0.8608 3.2852
H 0.6562 7.1942 -9.1898
H 2.0378 -4.6915 -1.0887
H -0.1757 -9.0347 -2.6597
H 3.9465 -0.2471 7.6075
H 1.1223 0.3128 6.2425
H -1.4520 3.3443 -7.6770
H -1.8597 -1.2081 4.3255
H -0.0093 3.0307 -6.7593
H -4.3146 -0.7323 6.6263
H 0.8606 0.3356 3.5816
H 0.8539 -7.6020 -0.6149
H -3.7476 1.5514 3.6569
H 5.1296 -1.4693 7.1896
H 0.9784 -9.5977 -3.8583
H 3.2226 -1.5958 3.7460
H 2.1954 1.8555 4.3923
```

Computed properties:
E_LUMO ... 0.3 eV
Gap between HOMO and LUMO ... 0.3013 hartree
Structure (SMILES) ... CCB(O)[C@]1(C[C@@H]2CO2)C(=O)OC[C@@H]1OC#N.CCN(CC)CC.CCN(CC)CC.CCN(CC)CC.CCN(CC)CC
E ... -2014.5817 Ha
HOMO energy ... -7.9 eV

Here are the Löwdin charges for atoms 1 to 5, given in e: atom 1 (O): 0.154, atom 2 (O): 0.165, atom 3 (O): -0.041, atom 4 (O): 0.072, atom 5 (O): 0.036